Density functional theory data (wB97M-V/def2-TZVPD) for a structure of composition C27H51N2O2P3V.

- HOMO level (spin up / spin down): -17.80 / -17.80 eV
- Charge: +4
- Molecular weight: 579.58 g mol⁻¹
- ⟨S²⟩: 1.202
- Multiplicity: 2
- Frontier orbital gap (spin up / spin down): 2.58 / 2.58 eV
- F_max: 4.10 eV/Å
- Lowest unoccupied orbital energy (spin up / spin down): -15.215 / -15.216 eV

Last column: Löwdin charge in e.
Positions of all 86 atoms, in Å:
V: -0.454650 0.836384 -0.044580  0.48
P: -0.909968 1.415478 2.288143  0.79
P: -2.128111 2.422908 -0.912628  0.75
P: 1.498115 2.150138 -0.523839  0.78
O: 3.738185 -0.767480 2.592741  0.05
O: -0.153390 -0.067256 -2.660122  0.03
N: 0.381957 -1.111356 0.287141  -0.06
N: 3.264551 -2.659073 3.807988  -0.03
C: 2.049090 -2.131356 1.695185  -0.06
C: 1.451326 3.034009 -2.123999  -0.22
C: -1.033583 3.115789 2.957600  -0.20
C: -1.037326 -0.589709 -3.434678  -0.32
C: 1.441609 -1.015538 1.117388  -0.11
C: -2.198487 -1.267126 -2.925177  0.06
C: -3.820487 2.129038 -0.297037  -0.19
C: 0.648604 -3.476384 0.292361  0.03
C: -3.535811 -2.837493 -7.519058  0.00
C: 0.193858 0.638238 3.532806  -0.22
C: 1.704046 -3.399820 1.211658  0.07
C: 4.211006 -2.193781 4.836476  -0.20
C: -3.308914 -0.989525 -5.035763  0.09
C: -2.512300 0.611667 2.658535  -0.21
C: 3.083962 -1.808738 2.737643  -0.38
C: -0.019994 -2.326699 -0.116865  -0.09
C: -1.756291 4.126511 -0.358862  -0.19
C: -2.440888 -2.285868 -8.052800  0.01
C: 3.038394 1.165866 -0.682759  -0.20
C: -0.966164 -0.399837 -4.861484  0.10
C: -2.274611 2.608920 -2.721085  -0.19
C: 1.239524 -2.819779 5.305266  -0.05
C: 2.186814 -3.508764 4.333690  -0.20
C: -2.112322 -0.542744 -5.613588  -0.01
C: 2.026710 3.436326 0.671886  -0.20
C: -3.314716 -1.455507 -3.718418  0.03
C: 5.644605 -2.109154 4.348548  -0.06
H: 2.689129 -4.334195 4.860462  0.14
H: 1.628807 -3.929683 3.492331  0.09
H: 2.447533 3.442221 -2.334420  0.08
H: 6.006171 -3.097494 4.044308  0.09
H: -2.772407 1.726135 -3.136023  0.05
H: 6.274886 -1.729882 5.157725  0.09
H: -1.737310 0.780907 -1.197460  0.00
H: 2.881052 0.405954 -1.456282  0.07
H: -1.495342 -2.824394 -8.152960  0.10
H: -4.208701 -1.087395 -5.654989  0.14
H: 0.742723 -1.955446 4.848841  0.05
H: -3.544430 -3.839771 -7.079953  0.09
H: 1.175451 2.320973 -2.909355  0.04
H: -2.842111 3.509451 -2.976944  0.09
H: -1.069602 3.857890 2.155375  0.01
H: 1.262940 4.214777 0.768648  0.04
H: -3.912145 2.422915 0.754729  0.05
H: 1.772447 -2.485154 6.203399  0.09
H: 4.122171 -2.916308 5.654745  0.13
H: 0.291953 -4.440351 -0.065894  0.14
H: -4.184474 -1.971667 -3.293162  0.16
H: 1.769618 -0.000054 1.372507  0.08
H: -2.442725 -0.459835 2.425591  0.07
H: 3.853749 1.831131 -0.990657  0.09
H: -2.219482 -1.536973 -1.870650  0.11
H: 3.896745 -1.198604 5.198946  0.13
H: -4.053690 1.061262 -0.378485  0.06
H: -0.678754 4.304835 -0.267532  0.03
H: -2.486518 -1.283442 -8.492648  0.09
H: -0.899134 -2.358460 -0.770404  0.10
H: 3.324397 0.668530 0.252651  0.05
H: -0.040333 -0.030552 -5.300307  0.16
H: -2.048737 -0.379517 -6.690296  0.11
H: 1.233335 0.962466 3.400877  0.06
H: 0.165239 -0.450266 3.409924  0.03
H: 2.185783 2.970284 1.651320  0.06
H: -4.547715 2.695194 -0.891749  0.09
H: 0.723875 3.853058 -2.116690  0.05
H: -2.733852 0.734959 3.721464  0.08
H: -4.509553 -2.338677 -7.590935  0.09
H: 0.477972 -3.544611 5.608466  0.10
H: -0.156205 3.325247 3.583163  0.08
H: 2.231124 -4.270356 1.570289  0.15
H: -2.163798 4.843364 -1.082179  0.09
H: -0.144361 0.890089 4.545589  0.09
H: 5.700284 -1.414177 3.502508  0.07
H: -2.226885 4.324582 0.608774  0.06
H: 2.968310 3.890456 0.337426  0.09
H: -1.932979 3.203825 3.579884  0.08
H: -1.268585 2.667492 -3.150937  0.05
H: -3.330210 1.040983 2.068657  0.02

Cartesian forces, eV/Å:
V 0.2 -1.2 -0.3
P -0.2 0.1 1.8
P -1.3 1.1 -0.5
P 2.1 1.4 -0.5
O -1.0 -0.5 -0.3
O -2.5 -1.4 -1.9
N -0.2 0.6 -0.2
N -0.7 1.3 -1.1
C 0.0 0.2 -0.5
C -0.4 -0.2 -0.1
C 0.1 0.3 -0.4
C 3.1 1.8 1.9
C -0.5 -0.3 0.3
C -2.5 -0.6 0.2
C 0.1 -0.4 0.0
C -0.3 -0.2 -0.1
C -1.0 -0.4 0.7
C 0.2 -0.4 -0.5
C -0.6 1.0 -0.2
C 0.2 0.2 0.3
C -0.5 -0.8 -1.5
C 0.0 -0.1 -0.5
C 1.2 -0.2 1.5
C 0.1 -0.5 0.2
C 0.4 0.3 0.3
C 0.6 0.4 -0.5
C -0.3 -0.5 0.0
C -0.7 0.4 -1.6
C 0.3 -0.4 0.0
C 0.1 0.0 0.1
C 0.2 -0.5 -0.1
C 2.3 0.6 -0.4
C -0.6 -0.2 0.3
C 0.7 -0.6 2.7
C 0.1 0.0 -0.3
H -0.3 0.1 -0.3
H 0.1 0.0 0.4
H -0.2 -0.1 0.1
H 0.0 0.2 0.1
H 0.0 0.2 0.0
H -0.1 -0.1 -0.1
H 0.3 -0.2 0.7
H 0.2 0.1 0.1
H -0.3 0.2 0.2
H 0.2 0.3 0.3
H 0.0 -0.1 0.1
H 0.1 0.3 -0.3
H 0.2 0.2 0.0
H 0.1 -0.2 0.1
H 0.0 -0.1 0.4
H 0.2 0.0 0.1
H 0.0 0.1 -0.3
H -0.2 0.0 -0.2
H 0.1 0.3 -0.1
H 0.2 0.2 0.0
H 0.3 0.4 -0.3
H 0.0 -0.6 0.2
H -0.1 0.2 0.1
H -0.3 0.0 0.0
H -0.1 -0.1 -0.3
H 0.0 -0.4 -0.1
H -0.1 0.2 0.0
H -0.3 0.0 -0.1
H 0.0 -0.4 -0.1
H 0.6 -0.2 0.4
H 0.0 0.2 -0.2
H -0.2 -0.1 0.1
H -0.2 0.3 0.5
H -0.2 0.0 0.1
H 0.0 0.2 0.1
H 0.1 0.1 -0.1
H 0.2 0.0 0.1
H 0.2 -0.1 0.0
H 0.0 0.0 -0.1
H 0.3 -0.1 0.0
H 0.1 0.2 0.0
H -0.2 -0.1 -0.2
H 0.0 -0.2 -0.1
H 0.0 -0.2 0.0
H 0.0 0.1 -0.3
H 0.2 -0.3 0.3
H 0.0 -0.1 -0.2
H -0.2 -0.2 0.0
H 0.2 -0.1 -0.1
H -0.2 0.1 0.0
H 0.2 -0.1 0.3